Here is 2 unconnected molecules or ions with the total composition C19H14BBr2F3O in a non-equilibrium geometry from the Open Molecules 2025 dataset. Energies are from ωB97M-V with the def2-TZVPD basis set.

```
! wB97M-V def2-TZVPD RIJCOSX def2/J DEFGRID3
* xyz 0 1
Br 2.59038 4.31383 -4.86639
C 1.76866 3.00514 -3.78110
C 0.37698 3.03029 -3.57995
C -0.21805 2.08399 -2.75352
C 0.54956 1.08646 -2.08817
C -0.07356 0.15549 -1.18893
C 0.53286 -1.01231 -0.72029
C -0.15496 -1.96759 0.02158
C 0.42779 -3.13283 0.61530
C -0.39058 -4.08029 1.29799
C 0.15257 -5.18971 1.93378
C 1.54183 -5.40607 1.89720
Br 2.28995 -6.88828 2.79366
C 2.37118 -4.51506 1.19418
C 1.82447 -3.40346 0.55870
C 1.94838 1.06055 -2.34543
C 2.54855 2.01400 -3.16483
H -0.22656 3.78684 -4.07480
H -1.30203 2.08125 -2.62120
H -1.11755 0.33072 -0.92576
H 1.58636 -1.18970 -0.95702
H -1.23293 -1.83222 0.15203
H -1.46674 -3.91531 1.32042
H -0.48548 -5.88893 2.46695
H 3.44078 -4.69733 1.15832
H 2.47765 -2.71990 0.01774
H 2.56288 0.29165 -1.88115
H 3.62023 1.98753 -3.33786
C -0.52956 2.20993 1.12237
C -1.18584 3.25951 0.51097
C -2.44305 3.39377 1.17748
C -2.44552 2.44399 2.18697
B -3.44358 2.01729 3.36955
F -4.58102 2.80437 3.12895
F -3.64995 0.64626 3.16815
F -2.78294 2.34823 4.55841
O -1.27509 1.72550 2.13441
H 0.45627 1.82200 0.90986
H -0.83663 3.83423 -0.33357
H -3.22572 4.10617 0.92498
*
```

Summary:
electronic energy: -170892.3752 eV
HOMO-LUMO gap: 0.13557 Eh

Here is a molecular structure, C19H14BCl3F4FeN3O2PS2 from the Open Molecules 2025 dataset. Energies are from ωB97M-V with the def2-TZVPD basis set.

```
! wB97M-V def2-TZVPD RIJCOSX def2/J DEFGRID3
* xyz -2 5
Fe 1.40842 -1.67596 0.37162
S 3.30605 -1.78136 -0.84586
C 3.80694 -0.11594 -0.98716
C 5.10047 0.21024 -1.38396
C 5.49721 1.53736 -1.49047
C 6.84200 1.84292 -1.90052
N 7.91780 2.07295 -2.23709
C 4.58361 2.56096 -1.19921
C 3.28980 2.23630 -0.81262
C 2.88995 0.90727 -0.70785
S 1.25138 0.50675 -0.26463
C 4.96773 3.94408 -1.29013
N 5.25568 5.05572 -1.36108
H 5.80782 -0.57841 -1.60375
H 2.58508 3.02559 -0.58574
C -3.25996 -0.61479 1.16253
P -2.20658 0.72378 0.46552
C -2.28902 0.26599 -1.30718
C -3.41190 2.11923 0.52200
C -3.84253 2.57049 1.77460
C -4.67449 3.66942 1.90210
C -5.08937 4.36589 0.77236
C -4.66447 3.94162 -0.47589
C -3.83670 2.83067 -0.59861
H -3.47784 -0.41226 2.21159
H -2.68971 -1.54463 1.11514
H -4.19250 -0.73303 0.60737
H -3.31664 0.22435 -1.67681
H -1.84756 -0.72514 -1.41138
H -1.69995 0.95822 -1.90990
H -3.51193 2.04837 2.66624
H -4.99259 3.99287 2.88629
H -5.73052 5.23368 0.86817
H -4.97956 4.47414 -1.36579
H -3.51817 2.51823 -1.58445
Cl 3.09002 -6.94783 2.25266
C 1.56684 -6.10117 0.36282
Cl 2.45292 -6.58739 -1.03017
Cl 0.10383 -6.92978 0.68772
C 1.60080 -4.73222 0.64613
N 1.68833 -3.61326 0.92422
F -0.55070 -4.44067 -1.61897
B -1.16805 -3.39937 -0.95173
F -1.57319 -3.75102 0.32288
F -2.21520 -2.85018 -1.68739
F -0.15519 -2.31797 -0.81046
O 2.17958 -1.00942 2.37078
C 0.97172 -0.98753 2.67564
O 0.07349 -1.31488 1.84784
H 0.65684 -0.67285 3.68258
*
```

Summary:
electronic energy: -142965.6806 eV
energy relative to the best compared isomer or geometry (same formula, charge and spin): 0.0 kJ/mol
HOMO-LUMO gap (spin up / spin down): 0.20189 / 0.27301 Eh
⟨S²⟩: 6.215

Here is a molecular structure, C19H14BrN3NaO3SbSe4 in a non-equilibrium geometry from the Open Molecules 2025 dataset. Energies are from ωB97M-V with the def2-TZVPD basis set.

```
! wB97M-V def2-TZVPD RIJCOSX def2/J DEFGRID3
* xyz -2 1
Na 0.47891 0.34819 0.25718
O 0.71799 0.91797 2.16183
C -0.05011 1.60754 2.90807
C -0.26927 1.27704 4.28082
C -1.09986 2.01884 5.09265
C -1.77579 3.13860 4.59995
C -1.60964 3.48087 3.26831
C -0.77439 2.75851 2.41714
C -0.65686 3.12443 1.01837
N 0.21829 2.57456 0.27556
N 0.36981 2.85699 -1.02057
C 1.06553 1.98947 -1.74628
O 1.55285 0.88743 -1.36166
C 1.24318 2.43275 -3.17044
C 1.80942 1.54606 -4.08124
C 2.02831 1.92620 -5.39795
C 1.68404 3.20213 -5.81981
C 1.10952 4.09108 -4.91863
C 0.88705 3.70860 -3.60488
H 0.24647 0.40074 4.66244
H -1.24355 1.72322 6.12857
H -2.42378 3.72063 5.24542
H -2.14737 4.33125 2.85673
H -1.35172 3.87398 0.60292
H 2.07213 0.55523 -3.73308
H 2.46642 1.22609 -6.10062
H 1.86159 3.50391 -6.84640
H 0.82843 5.08485 -5.24867
H 0.43110 4.38100 -2.89293
O -1.18338 -5.85440 1.51753
C -0.85937 -4.56204 1.26621
C -1.02870 -3.54961 2.20546
C -0.64205 -2.26758 1.86597
N -0.11442 -1.96063 0.68273
C 0.02289 -2.93076 -0.19929
Br 0.77790 -2.42980 -1.85199
C -0.32568 -4.25014 0.02335
H -1.63146 -5.91022 2.36590
H -1.46601 -3.75302 3.17560
H -0.74982 -1.43724 2.55682
H -0.21315 -5.01363 -0.73151
Se -5.59529 -3.05823 -0.74298
Sb -5.18600 -0.66330 -1.22029
Se -6.72233 0.73447 0.16793
Se -5.56273 -0.04683 -3.58724
Se -2.80852 -0.23905 -0.52738
*
```

Summary:
electronic energy: -372927.1781 eV
energy relative to the best compared isomer or geometry (same formula, charge and spin): 298.2 kJ/mol
HOMO-LUMO gap (spin up / spin down): 0.15157 / 0.14159 Eh

Here is a molecular structure, C19H14Cl5IrN4O2Si in a non-equilibrium geometry from the Open Molecules 2025 dataset. Energies are from ωB97M-V with the def2-TZVPD basis set.

```
! wB97M-V def2-TZVPD RIJCOSX def2/J DEFGRID3
* xyz 1 2
Ir 0.66430 -0.04202 -0.37477
O -0.39648 3.33911 -2.30056
C -0.10645 2.51462 -1.47630
N -0.37554 1.13812 -1.53766
C -1.06931 0.56776 -2.57570
C -1.56784 1.21157 -3.73312
C -2.24278 0.46391 -4.65173
C -2.47738 -0.92218 -4.45610
C -2.02676 -1.56841 -3.34278
C -1.27917 -0.83098 -2.39651
N -0.73667 -1.27557 -1.23036
C -1.10108 -2.48455 -0.64537
O -1.69539 -3.39383 -1.16569
C -0.76962 -2.50183 0.81830
C -1.11534 -3.58586 1.59789
C -0.82978 -3.54427 2.95306
C -0.21710 -2.41442 3.47185
C 0.12522 -1.38805 2.61117
N -0.14515 -1.42198 1.30402
C 0.60564 2.87816 -0.21624
C 0.95349 4.18142 0.06082
C 1.65213 4.44106 1.22685
C 1.96042 3.38693 2.07537
C 1.56403 2.11144 1.72692
N 0.89019 1.85588 0.59670
H -1.40295 2.26238 -3.87924
H -2.59831 0.93586 -5.55796
H -3.02409 -1.47722 -5.20641
H -2.20754 -2.61682 -3.18422
H -1.58123 -4.43782 1.12304
H -1.07141 -4.38317 3.59207
H -0.00071 -2.32398 4.52685
H 0.62792 -0.50616 2.98191
H 0.68868 4.95224 -0.64910
H 1.96371 5.44848 1.46710
H 2.50736 3.54376 2.99426
H 1.78173 1.26665 2.36545
Cl 2.23321 -3.53933 -0.11344
C 3.50883 -2.66750 0.71465
Cl 2.99054 -1.03898 1.28504
H 4.33953 -2.52006 0.04081
H 3.78303 -3.22695 1.59956
Cl 3.75142 -1.11434 -2.11755
Si 2.30898 0.31812 -1.94903
Cl 3.33353 2.04998 -1.49029
Cl 1.67561 0.59502 -3.87744
*
```

Summary:
electronic energy: -103314.1016 eV
energy relative to the best compared isomer or geometry (same formula, charge and spin): 172.5 kJ/mol
HOMO-LUMO gap (spin up / spin down): 0.25223 / 0.22552 Eh
⟨S²⟩: 0.775

Here is C19H14ClFN8O3 in the gas phase in a non-equilibrium geometry from the Open Molecules 2025 dataset. Energies are from ωB97M-V with the def2-TZVPD basis set.

```
! wB97M-V def2-TZVPD RIJCOSX def2/J DEFGRID3
* xyz 0 1
N 3.90563 3.24857 -1.30216
C 4.38621 2.53687 -0.26013
N 5.65246 2.35370 0.02072
O 5.69942 1.53057 1.09231
N 4.48937 1.18531 1.50472
C 3.63863 1.77014 0.71051
N 2.26037 1.64179 0.81055
C 1.42532 1.04302 -0.07898
C 0.17630 1.16570 0.51189
N 0.33770 1.82370 1.68663
N 1.56101 2.09568 1.86240
C -1.11262 0.65471 0.01356
O -1.20297 0.05924 -1.04643
N -2.12612 0.92503 0.87969
N -3.44074 0.63922 0.82048
C -3.96996 -0.00505 -0.14447
C -5.38907 -0.29921 -0.18105
C -6.31848 0.09368 0.79163
C -7.65919 -0.23889 0.66684
C -8.10081 -0.96615 -0.42303
C -7.19914 -1.36492 -1.39805
C -5.86673 -1.03331 -1.27350
H -5.16241 -1.34310 -2.03183
H -7.53699 -1.93264 -2.25148
H -9.14602 -1.22035 -0.51007
H -8.35072 0.07758 1.43185
Cl -5.84467 1.00022 2.17133
H -3.40205 -0.37637 -0.99531
H -1.87244 1.43129 1.72302
C 1.85229 0.42418 -1.36491
O 3.18514 -0.02803 -1.35052
C 3.51940 -1.07396 -0.52785
C 2.62415 -1.77337 0.27070
C 3.08098 -2.80126 1.07890
C 4.42536 -3.11278 1.08242
C 5.33252 -2.42647 0.29317
C 4.87366 -1.40643 -0.51215
H 5.54970 -0.84668 -1.13869
H 6.37740 -2.68936 0.31872
F 4.86613 -4.11360 1.87243
H 2.39816 -3.35324 1.70458
H 1.57116 -1.53975 0.27513
H 1.82322 1.17503 -2.16393
H 1.14047 -0.36987 -1.62529
H 4.57638 3.82163 -1.78667
H 2.97259 3.61794 -1.22769
*
```

Summary:
electronic energy: -53229.4906 eV
HOMO-LUMO gap: 0.31938 Eh
SMILES: Nc1nonc1-n1nnc(C(=O)N/N=C/c2ccccc2Cl)c1COc1ccc(F)cc1

Here is C19H14ClN3O2 in the gas phase in a non-equilibrium geometry from the Open Molecules 2025 dataset. Energies are from ωB97M-V with the def2-TZVPD basis set.

```
! wB97M-V def2-TZVPD RIJCOSX def2/J DEFGRID3
* xyz 0 1
O -0.68029 -1.11599 -1.37626
C -0.80144 0.08521 -1.46693
N -0.98936 0.91509 -0.38671
C -1.22267 0.39271 0.88785
N -2.40137 0.20134 1.39684
C -2.17952 -0.33349 2.63962
C -3.08186 -0.73662 3.61655
C -2.56760 -1.24409 4.79068
C -1.19166 -1.35217 5.00019
C -0.27922 -0.95729 4.04249
C -0.78658 -0.44798 2.85745
N -0.18904 0.02897 1.71320
C 1.22574 0.28679 1.54949
C 1.73582 -0.06518 0.17813
C 1.81962 -1.39408 -0.21664
C 2.24392 -1.72582 -1.48964
C 2.58565 -0.71637 -2.37367
C 2.52612 0.61433 -1.99331
C 2.10065 0.93168 -0.71703
H 2.04118 1.96937 -0.42122
H 2.79908 1.38998 -2.69195
Cl 3.08314 -1.11310 -3.97769
H 2.29028 -2.75714 -1.79948
H 1.52874 -2.17612 0.46763
H 1.74662 -0.31152 2.30221
H 1.42072 1.34755 1.75648
H 0.78276 -1.04733 4.21879
H -0.83280 -1.75509 5.93562
H -3.24030 -1.56821 5.57070
H -4.14281 -0.65268 3.44687
H -1.34862 1.84085 -0.57256
C -0.68436 0.80207 -2.74080
C -0.43446 0.30816 -3.99592
C -0.37311 1.42588 -4.85367
C -0.58885 2.51548 -4.06371
O -0.77873 2.15390 -2.78795
H -0.63194 3.56363 -4.28715
H -0.19262 1.42097 -5.90862
H -0.31083 -0.72371 -4.24988
*
```

Summary:
electronic energy: -41018.5770 eV
energy relative to the best compared isomer or geometry (same formula, charge and spin): 68.5 kJ/mol
HOMO-LUMO gap: 0.33699 Eh
SMILES: O=C(Nc1nc2ccccc2n1Cc1ccc(Cl)cc1)c1ccco1